The following is a DFT calculation (ωB97M-V/def2-TZVPD) of the molecule C23H45FN2O8P2S at a distorted geometry.

Computed properties:
HOMO level: -8.89 eV
Gap between HOMO and LUMO: 7.97 eV
Max |F|: 4.34 eV Å⁻¹
SMILES: CCOP(=O)(CC[C@]1(F)C(=O)N[C@@](CCCCCCCCOC)([PH2]=O)[C@]1(CON=O)CSCC)OCC

ORCA input file:
```
! wB97M-V def2-TZVPD RIJCOSX def2/J DEFGRID3
* xyz 0 1
C -2.00 -3.25 1.01
C -2.46 -3.21 -0.47
O -3.24 -2.00 -0.61
P -3.67 -1.65 -2.14
O -2.83 -2.33 -3.11
C -3.59 0.16 -2.41
C -3.27 0.98 -1.13
C -2.06 1.94 -1.17
F -2.55 3.06 -0.42
C -1.65 2.64 -2.48
O -2.15 2.66 -3.52
N -0.45 3.38 -2.11
C 0.10 2.87 -0.80
C 1.61 2.69 -1.14
C 2.60 2.52 0.06
C 3.64 1.42 -0.31
C 4.42 0.91 0.91
C 3.52 0.20 1.95
C 3.92 -1.25 2.23
C 2.83 -1.90 3.15
C 3.24 -1.94 4.63
O 3.68 -0.65 5.03
C 2.67 0.12 5.66
P 0.17 4.18 0.54
O 1.05 5.30 0.14
C -0.73 1.57 -0.48
C -1.06 1.37 1.01
O 0.15 1.04 1.73
N -0.09 1.24 3.12
O -0.55 0.28 3.60
C -0.02 0.25 -0.86
S -0.29 -0.39 -2.54
C 0.64 0.62 -3.73
C 2.13 0.18 -3.85
O -5.21 -2.09 -2.37
C -5.55 -3.40 -1.90
C -5.06 -4.54 -2.82
H -2.26 -4.19 1.49
H -0.94 -3.02 1.10
H -2.51 -2.47 1.58
H -1.58 -3.22 -1.10
H -3.09 -4.09 -0.61
H -2.89 0.28 -3.23
H -4.57 0.44 -2.79
H -4.13 1.62 -0.96
H -3.21 0.36 -0.24
H -0.87 4.28 -1.86
H 1.81 1.87 -1.83
H 1.90 3.60 -1.66
H 2.13 2.17 0.98
H 3.14 3.45 0.22
H 3.17 0.58 -0.83
H 4.36 1.88 -1.01
H 5.01 1.73 1.32
H 5.16 0.17 0.56
H 3.58 0.74 2.90
H 2.50 0.19 1.59
H 3.93 -1.86 1.32
H 4.87 -1.29 2.76
H 1.95 -1.26 3.09
H 2.51 -2.88 2.78
H 4.00 -2.70 4.79
H 2.37 -2.22 5.23
H 2.78 0.10 6.75
H 2.76 1.16 5.33
H 1.65 -0.21 5.42
H 0.67 3.61 1.73
H -1.16 4.58 0.85
H -1.48 2.26 1.49
H -1.73 0.52 1.16
H -0.42 -0.53 -0.20
H 1.05 0.27 -0.67
H 0.66 1.69 -3.49
H 0.20 0.54 -4.72
H 2.26 -0.84 -3.49
H 2.78 0.87 -3.31
H 2.47 0.21 -4.89
H -5.30 -3.57 -0.85
H -6.64 -3.45 -1.94
H -4.74 -4.04 -3.74
H -5.84 -5.28 -3.01
H -4.18 -5.04 -2.44
*
```

The following is a DFT calculation (ωB97M-V/def2-TZVPD) of a 3-piece molecular cluster, C23H46BF6N2O13P2 overall at a distorted geometry.

Computed properties:
HOMO level: -11.32 eV
Gap between HOMO and LUMO: 7.53 eV
Max |F|: 5.17 eV Å⁻¹

ORCA input file:
```
! wB97M-V def2-TZVPD RIJCOSX def2/J DEFGRID3
* xyz 1 1
C -2.14 -3.68 -3.24
C -2.53 -2.92 -4.49
O -1.75 -1.71 -4.67
B -2.21 -0.54 -4.19
O -2.85 -0.43 -2.95
C -2.01 0.75 -5.13
C -2.14 2.09 -4.39
N -3.35 2.88 -4.83
C -4.49 1.94 -5.02
C -5.84 2.66 -5.08
O -6.13 3.42 -5.96
C -6.82 2.37 -3.91
F -7.76 3.29 -3.86
F -6.05 2.50 -2.79
C -7.42 0.91 -3.91
F -7.05 0.32 -2.77
F -6.86 0.20 -4.92
C -8.96 0.77 -4.03
F -9.21 -0.54 -3.85
F -9.56 1.44 -3.05
C -9.47 1.18 -5.44
O -9.11 2.21 -5.94
O -10.32 0.30 -6.00
C -4.22 1.14 -6.29
N -2.82 0.67 -6.38
H -2.47 -4.72 -3.31
H -1.07 -3.64 -3.05
H -2.64 -3.25 -2.37
H -3.60 -2.66 -4.48
H -2.36 -3.53 -5.37
H -3.79 -0.62 -2.94
H -0.96 0.71 -5.45
H -1.28 2.72 -4.61
H -2.19 1.98 -3.31
H -3.59 3.52 -4.07
H -3.19 3.43 -5.68
H -4.49 1.28 -4.16
H -9.90 -0.15 -6.74
H -4.40 1.82 -7.13
H -4.94 0.34 -6.40
H -2.88 -0.31 -6.60
O 3.32 -3.21 1.16
P 1.87 -3.06 1.39
O 1.20 -4.47 0.98
C 1.63 -5.67 1.61
C 1.22 -5.76 3.07
O 1.38 -2.10 0.19
C 2.34 -1.56 -0.73
C 2.64 -2.52 -1.87
O 0.67 -2.58 2.33
C 0.63 -2.37 3.75
C 1.90 -1.87 4.38
H 2.72 -5.77 1.51
H 1.18 -6.49 1.04
H 1.76 -5.02 3.67
H 1.45 -6.75 3.47
H 0.15 -5.57 3.17
H 3.25 -1.29 -0.21
H 1.91 -0.64 -1.11
H 2.78 -3.54 -1.52
H 3.53 -2.21 -2.40
H 1.81 -2.54 -2.58
H 0.30 -3.30 4.22
H -0.17 -1.64 3.92
H 2.78 -2.42 4.05
H 1.84 -1.96 5.47
H 2.05 -0.81 4.14
O 6.87 3.11 4.85
P 5.62 2.46 5.29
O 6.09 1.26 6.27
C 6.99 1.52 7.35
C 6.36 2.34 8.46
O 4.99 1.59 4.11
C 5.61 1.62 2.82
C 6.74 0.62 2.71
O 4.25 2.81 6.01
C 3.90 4.07 6.61
C 4.54 5.28 5.95
H 7.88 2.02 6.97
H 7.29 0.54 7.73
H 6.17 3.36 8.13
H 7.03 2.39 9.32
H 5.42 1.90 8.78
H 5.96 2.63 2.62
H 4.85 1.39 2.07
H 7.36 0.61 3.60
H 7.36 0.84 1.84
H 6.34 -0.39 2.59
H 4.14 4.04 7.67
H 2.81 4.14 6.54
H 5.61 5.14 5.79
H 4.41 6.16 6.58
H 4.08 5.49 4.98
*
```

The following is a DFT calculation (ωB97M-V/def2-TZVPD) of a 3-piece molecular cluster, C23H46BN2O7P overall at a distorted geometry.

Computed properties:
HOMO level (alpha / beta): -8.13 / -8.13 eV
Gap between HOMO and LUMO (alpha / beta): 8.25 / 7.92 eV
Max |F|: 6.28 eV Å⁻¹

ORCA input file:
```
! wB97M-V def2-TZVPD RIJCOSX def2/J DEFGRID3
* xyz 0 3
C -3.16 -7.03 -0.79
P -4.12 -5.45 -0.26
C -3.44 -4.10 -1.41
C -5.97 -5.78 -0.55
O -6.38 -6.55 0.60
C -7.39 -5.78 1.28
O -8.04 -6.21 2.27
O -7.57 -4.45 0.71
C -7.00 -4.56 -0.63
B -8.05 -5.07 -1.80
O -8.22 -4.32 -3.05
O -8.82 -6.29 -1.64
H -3.42 -7.94 -0.14
H -3.41 -7.21 -1.91
H -2.01 -6.87 -0.71
H -2.69 -4.55 -2.18
H -4.26 -3.48 -1.94
H -2.80 -3.39 -0.76
H -6.03 -6.26 -1.59
H -6.63 -3.50 -0.83
H -8.99 -3.71 -2.94
H -9.65 -6.19 -2.18
C 0.98 -2.19 3.02
C 0.76 -2.67 1.57
C 2.00 -3.45 1.08
C 3.19 -2.55 0.76
C 2.79 -1.43 -0.20
C 1.57 -0.63 0.28
N 0.43 -1.50 0.70
O -0.16 -1.98 -0.44
C 1.98 0.30 1.46
C 1.17 0.37 -0.84
C -0.42 -3.68 1.68
H 0.72 -2.97 3.75
H 2.01 -1.93 3.24
H 0.34 -1.33 3.26
H 1.75 -4.02 0.18
H 2.30 -4.18 1.83
H 3.62 -2.13 1.68
H 3.99 -3.15 0.31
H 3.65 -0.76 -0.34
H 2.59 -1.88 -1.18
H 1.10 0.80 1.88
H 2.66 1.08 1.12
H 2.50 -0.22 2.26
H 0.97 -0.12 -1.79
H 1.98 1.08 -1.03
H 0.29 0.95 -0.56
H -1.33 -3.18 2.02
H -0.19 -4.47 2.40
H -0.64 -4.18 0.73
C 2.77 7.55 -1.53
C 2.66 6.01 -1.56
C 1.30 5.57 -0.98
C 1.21 5.69 0.54
C 2.38 4.99 1.21
C 3.76 5.42 0.67
N 3.82 5.41 -0.83
O 3.93 4.10 -1.22
C 4.09 6.84 1.19
C 4.85 4.53 1.32
C 2.68 5.66 -3.07
H 2.31 8.01 -2.41
H 2.27 8.00 -0.67
H 3.82 7.88 -1.53
H 1.10 4.52 -1.25
H 0.49 6.16 -1.44
H 1.18 6.75 0.84
H 0.27 5.25 0.88
H 2.33 5.16 2.29
H 2.25 3.90 1.07
H 5.01 7.22 0.74
H 4.25 6.83 2.27
H 3.30 7.57 1.02
H 4.68 3.47 1.14
H 4.86 4.67 2.41
H 5.84 4.79 0.95
H 3.62 5.95 -3.54
H 1.88 6.19 -3.60
H 2.51 4.60 -3.27
*
```